# 1
This record from OMol25 describes C29H41AsClMgN9O2S5 as an isolated structure. The level of theory is ωB97M-V with the def2-TZVPD basis set.

For the HOMO-LUMO gap, the calculation gives 4.47 eV. The value obtained for the HOMO energy is -1.0 eV. As for the largest force on an atom: 0.59 eV Å⁻¹. Its total energy is -6660.263907 a.u. The energy relative to the best compared isomer or geometry (same formula, charge and spin) is 0.9 kJ/mol.

```
! wB97M-V def2-TZVPD RIJCOSX def2/J DEFGRID3
* xyz -2 1
Mg 0.50 -1.52 1.05
N 5.25 -2.39 0.62
C 4.21 -1.51 0.37
S 3.84 -1.15 -1.26
N 3.69 -1.00 1.47
N 2.46 -0.43 1.39
C 2.32 0.65 2.06
C 0.99 1.25 2.26
C 0.84 2.41 3.01
C -0.45 2.88 3.25
C -1.53 2.17 2.75
C -1.28 1.01 2.01
N -0.05 0.59 1.74
H 5.49 -2.95 -0.18
H 5.14 -2.90 1.49
H 3.18 1.11 2.54
H 1.71 2.91 3.42
H -0.60 3.77 3.84
H -2.55 2.46 2.95
H -2.07 0.37 1.64
S -3.51 -2.68 3.85
As -1.75 -3.09 2.72
S -1.94 -2.18 0.68
S 0.00 -1.99 3.53
S -1.24 -5.17 2.47
C 2.45 -4.52 2.79
N 2.11 -5.18 1.54
C 2.15 -6.63 1.54
C 0.98 -7.19 0.77
C 0.98 -6.58 -0.61
N 0.96 -5.13 -0.50
C 0.24 -4.36 -1.50
C 1.45 -4.47 0.58
O 1.35 -3.24 0.66
H 1.84 -4.94 3.60
H 2.21 -3.46 2.73
H 3.51 -4.65 3.01
H 2.12 -6.96 2.58
H 3.10 -6.99 1.11
H 0.05 -6.90 1.28
H 1.04 -8.28 0.71
H 0.09 -6.88 -1.17
H 1.86 -6.92 -1.19
H -0.47 -5.02 -2.00
H 0.91 -3.92 -2.24
H -0.34 -3.57 -1.00
C -0.33 5.65 -1.23
C 0.58 4.51 -1.70
C 1.77 5.15 -2.44
C 1.16 3.78 -0.48
C -0.20 3.56 -2.67
O -0.38 4.24 -3.94
C -1.62 3.17 -2.21
C -1.88 2.66 -0.79
C -3.34 2.34 -0.57
C -4.29 3.36 -0.57
C -5.63 3.09 -0.37
C -6.02 1.78 -0.14
Cl -7.72 1.44 0.13
C -5.10 0.75 -0.10
C -3.76 1.04 -0.33
C 0.65 2.33 -3.08
N 0.35 1.10 -2.39
C 0.96 0.56 -1.32
N 0.37 -0.56 -0.99
C -0.59 -0.70 -1.94
N -0.64 0.28 -2.81
H 0.23 6.32 -0.58
H -1.20 5.30 -0.67
H -0.69 6.26 -2.07
H 2.24 5.88 -1.78
H 1.46 5.64 -3.36
H 2.54 4.41 -2.69
H 1.64 4.52 0.17
H 1.94 3.08 -0.77
H 0.43 3.24 0.12
H -1.03 4.93 -3.80
H -1.99 2.42 -2.91
H -2.25 4.06 -2.36
H -1.59 3.42 -0.06
H -1.29 1.78 -0.56
H -3.97 4.39 -0.73
H -6.37 3.88 -0.37
H -5.40 -0.26 0.13
H -3.04 0.23 -0.25
H 1.71 2.53 -2.93
H 0.49 2.15 -4.14
H 1.81 0.99 -0.82
H -1.28 -1.54 -1.95
*
```



# 2
This record from OMol25 describes C29H41F5P2SW as an isolated structure at a distorted geometry. The level of theory is ωB97M-V with the def2-TZVPD basis set.

For the HOMO-LUMO gap (spin up / spin down), the calculation gives 4.37 / 4.77 eV. The value obtained for the HOMO energy (spin up / spin down) is -13.1 / -13.1 eV. As for the largest force on an atom: 3.04 eV Å⁻¹. Its total energy is -2776.259310 a.u. Its expectation value of S² is 2.0867. The energy relative to the best compared isomer or geometry (same formula, charge and spin) is 0.0 kJ/mol.

```
! wB97M-V def2-TZVPD RIJCOSX def2/J DEFGRID3
* xyz 2 3
W 0.00 -0.19 -0.46
C 0.19 1.32 1.33
C -0.41 1.96 0.20
C -1.78 0.18 0.83
C -0.65 0.23 1.73
C -1.62 1.23 -0.14
C 1.36 1.82 2.12
H 2.06 2.37 1.48
H 1.89 0.99 2.60
H 1.03 2.51 2.91
C -0.55 -0.50 3.03
H 0.51 -0.68 3.30
H -1.05 -1.47 2.98
H -1.01 0.08 3.85
C -3.02 -0.62 1.04
H -3.70 -0.07 1.71
H -2.81 -1.60 1.49
H -3.55 -0.79 0.09
C -2.62 1.58 -1.20
H -3.43 2.18 -0.76
H -3.06 0.67 -1.62
H -2.16 2.15 -2.01
C 0.03 3.25 -0.42
H -0.54 4.08 0.02
H -0.13 3.25 -1.50
H 1.10 3.43 -0.22
C 2.25 -1.17 -0.74
C 2.59 0.16 -0.48
C 2.73 1.25 -1.48
C 1.83 1.23 -2.73
C 0.40 0.81 -2.63
C -0.03 -0.55 -2.74
C 0.88 -1.73 -2.92
C 2.18 -1.80 -2.09
H 3.77 1.30 -1.88
H 2.34 0.59 -3.48
H 2.59 2.20 -0.94
H 3.03 -1.45 -2.72
H 2.32 -1.85 0.09
H 2.83 0.42 0.55
H 2.37 -2.88 -1.96
H 0.30 -2.65 -2.76
H -1.07 -0.71 -3.04
H 1.20 -1.79 -3.98
H 1.86 2.25 -3.15
H -0.35 1.56 -2.89
P 3.57 -0.67 -4.67
C 4.93 -1.89 -4.56
C 4.40 0.71 -5.53
P 0.85 -0.61 -6.09
C 2.54 -1.40 -6.00
C 1.30 0.65 -7.38
C 0.24 -1.81 -7.37
H 4.52 -2.89 -4.33
H 5.61 -1.57 -3.76
H 5.45 -1.90 -5.53
H 5.02 0.28 -6.33
H 5.03 1.22 -4.79
H 3.68 1.44 -5.95
H 0.98 -1.89 -8.18
H -0.71 -1.43 -7.76
H 0.08 -2.79 -6.90
H 2.43 -2.48 -5.79
H 3.08 -1.25 -6.95
H 0.36 0.97 -7.85
H 1.95 0.19 -8.13
H 1.80 1.52 -6.92
F -0.98 -5.42 4.89
C -0.88 -4.80 3.70
C 0.35 -4.31 3.27
F 1.45 -4.47 4.05
C 0.43 -3.61 2.08
F 1.67 -3.16 1.70
C -0.70 -3.37 1.28
S -0.69 -2.44 -0.25
C -1.90 -3.97 1.70
F -2.99 -3.92 0.88
C -2.01 -4.64 2.90
F -3.21 -5.11 3.31
*
```



# 3
This record from OMol25 describes a 4-piece molecular cluster, C29H41N3O11Si overall. The level of theory is ωB97M-V with the def2-TZVPD basis set.

For the HOMO-LUMO gap, the calculation gives 8.62 eV. The value obtained for the HOMO energy is -9.3 eV. As for the largest force on an atom: 0.78 eV Å⁻¹. As for the structure (SMILES): CCOCCOCCOC[SiH2]OCCOCC.O=[N+]([O-])c1ccccc1.O=[N+]([O-])c1ccccc1.O=[N+]([O-])c1ccccc1. Its total energy is -2410.686177 a.u.

```
! wB97M-V def2-TZVPD RIJCOSX def2/J DEFGRID3
* xyz 0 1
C 4.99 -1.80 -0.43
C 3.74 -2.37 -1.09
O 3.72 -1.94 -2.46
C 2.43 -1.74 -2.97
C 1.92 -0.30 -2.75
O 2.66 0.33 -1.72
C 1.84 0.97 -0.75
C 1.20 2.27 -1.25
O -0.06 2.46 -0.63
C -1.10 2.98 -1.48
Si -1.97 1.50 -2.27
O -3.42 1.91 -2.99
C -4.60 1.46 -2.32
C -4.90 -0.01 -2.55
O -5.86 -0.41 -1.58
C -5.62 -1.69 -1.04
C -4.50 -1.71 0.01
H 5.51 -1.20 -1.17
H 4.74 -1.13 0.38
H 5.65 -2.57 -0.05
H 2.85 -1.99 -0.60
H 3.73 -3.45 -1.05
H 1.72 -2.44 -2.52
H 2.42 -1.97 -4.03
H 1.94 0.28 -3.67
H 0.88 -0.36 -2.44
H 2.51 1.19 0.08
H 1.09 0.29 -0.35
H 1.87 3.08 -0.95
H 1.14 2.27 -2.34
H -1.79 3.49 -0.81
H -0.67 3.69 -2.19
H -2.24 0.50 -1.23
H -1.09 0.93 -3.32
H -5.43 2.03 -2.73
H -4.60 1.67 -1.25
H -4.01 -0.64 -2.44
H -5.29 -0.17 -3.56
H -6.53 -2.02 -0.56
H -5.40 -2.43 -1.81
H -3.58 -2.14 -0.37
H -4.80 -2.35 0.84
H -4.31 -0.73 0.42
C 4.49 3.99 -3.45
C 4.82 2.93 -2.62
C 5.92 3.03 -1.77
C 6.66 4.20 -1.77
C 6.34 5.26 -2.59
C 5.25 5.15 -3.44
N 7.80 4.32 -0.86
O 8.07 3.36 -0.16
O 8.42 5.37 -0.86
H 3.63 3.91 -4.10
H 4.23 2.02 -2.62
H 6.18 2.21 -1.12
H 6.93 6.16 -2.58
H 4.98 5.97 -4.09
C -6.42 -6.72 4.05
C -5.56 -6.22 3.08
C -6.05 -5.43 2.06
C -7.41 -5.15 2.02
C -8.28 -5.65 2.98
C -7.77 -6.44 4.00
N -7.93 -4.30 0.95
O -7.14 -3.90 0.11
O -9.12 -4.04 0.96
H -6.03 -7.33 4.86
H -4.50 -6.44 3.13
H -5.39 -5.04 1.30
H -9.33 -5.42 2.93
H -8.44 -6.83 4.75
C 3.49 3.25 5.35
C 4.11 2.00 5.39
C 3.59 0.95 4.66
C 2.45 1.16 3.90
C 1.82 2.39 3.85
C 2.34 3.43 4.59
N 1.91 0.05 3.10
O 2.48 -1.03 3.16
O 0.93 0.28 2.41
H 3.90 4.07 5.92
H 5.00 1.86 5.98
H 4.07 -0.02 4.68
H 0.93 2.53 3.25
H 1.86 4.40 4.57
*
```



# 4
This record from OMol25 describes C29H42BN8O2Ti as an isolated structure at a distorted geometry. The level of theory is ωB97M-V with the def2-TZVPD basis set.

For the HOMO-LUMO gap (spin up / spin down), the calculation gives 7.72 / 5.06 eV. The value obtained for the HOMO energy (spin up / spin down) is -12.7 / -14.3 eV. As for the largest force on an atom: 2.50 eV Å⁻¹. Its total energy is -2592.646673 a.u. Its expectation value of S² is 3.7603. The energy relative to the best compared isomer or geometry (same formula, charge and spin) is 102.9 kJ/mol.

```
! wB97M-V def2-TZVPD RIJCOSX def2/J DEFGRID3
* xyz 2 4
Ti 11.75 10.23 8.97
C 11.64 7.42 11.43
C 12.70 8.27 10.74
C 13.17 9.41 11.37
C 14.06 10.28 10.74
C 14.68 11.47 11.41
C 14.41 10.02 9.42
C 14.03 8.83 8.80
C 14.49 8.53 7.39
C 13.17 7.95 9.45
H 12.09 6.47 11.71
H 10.79 7.22 10.80
H 11.24 7.95 12.30
H 12.78 9.61 12.36
H 15.75 11.55 11.22
H 14.53 11.55 12.47
H 14.21 12.37 11.01
H 15.08 10.69 8.95
H 15.62 8.46 7.29
H 14.18 9.29 6.68
H 14.12 7.58 7.03
H 12.79 7.10 8.95
C 11.20 12.17 12.31
C 10.41 12.46 11.06
C 9.29 13.28 10.93
C 9.01 13.27 9.59
N 9.89 12.46 8.96
N 10.75 11.98 9.87
B 10.21 12.37 7.44
N 9.83 11.11 6.65
C 9.25 10.90 5.45
C 9.64 9.64 5.03
C 10.51 9.16 6.01
C 11.13 7.82 6.09
N 10.58 10.03 6.99
N 11.68 12.73 7.22
C 12.11 13.40 6.14
C 13.47 13.20 6.00
C 13.82 12.39 7.07
C 15.29 12.11 7.32
N 12.74 12.05 7.80
N 9.45 13.63 6.93
C 9.63 14.96 7.27
C 8.61 15.76 6.87
C 7.80 14.80 6.17
C 6.66 15.03 5.30
N 8.31 13.53 6.32
H 11.75 13.05 12.65
H 10.52 11.94 13.13
H 11.94 11.41 12.18
H 8.76 13.73 11.74
H 8.15 13.68 9.08
H 8.53 11.58 4.99
H 9.35 9.17 4.07
H 11.95 7.73 5.41
H 11.50 7.61 7.09
H 10.38 7.08 5.84
H 11.37 13.94 5.53
H 14.10 13.64 5.24
H 15.90 12.76 6.67
H 15.55 12.35 8.36
H 15.59 11.09 7.06
H 10.51 15.18 7.86
H 8.52 16.84 7.03
H 6.13 15.94 5.66
H 6.93 15.15 4.26
H 5.99 14.17 5.44
C 8.95 9.60 10.83
O 9.50 9.28 9.56
C 8.44 8.79 8.71
C 8.08 7.35 8.85
O 9.18 6.59 8.42
C 9.04 5.19 8.73
H 8.10 10.31 10.80
H 9.71 10.00 11.51
H 8.59 8.69 11.33
H 8.70 9.00 7.69
H 7.58 9.41 8.91
H 7.13 7.21 8.30
H 7.88 7.14 9.92
H 8.03 4.81 8.65
H 9.40 5.01 9.73
H 9.71 4.67 8.04
*
```



# 5
This record from OMol25 describes a 10-piece molecular cluster, C29H42BrCl36O2S overall. The level of theory is ωB97M-V with the def2-TZVPD basis set.

For the HOMO-LUMO gap, the calculation gives 6.96 eV. The value obtained for the HOMO energy is -11.3 eV. As for the largest force on an atom: 0.60 eV Å⁻¹. Its total energy is -20819.371240 a.u.

```
! wB97M-V def2-TZVPD RIJCOSX def2/J DEFGRID3
* xyz 1 1
C 3.99 1.92 1.81
O 2.80 2.62 2.08
C 2.00 3.03 0.99
C 0.80 2.11 0.72
C 1.01 0.65 1.10
C 1.81 -0.14 0.08
C 2.25 -1.54 0.53
C 1.10 -2.46 0.94
C 1.43 -3.46 2.05
C 2.23 -4.68 1.59
C 1.47 -5.53 0.57
C 2.16 -5.67 -0.79
C 2.17 -4.31 -1.49
S 2.71 -4.43 -3.20
Br 4.83 -4.68 -2.98
C 2.58 -2.73 -3.74
C 1.10 -2.32 -3.79
C 0.91 -0.86 -3.37
C -0.51 -0.57 -2.88
C -0.90 -1.24 -1.56
C -2.42 -1.19 -1.37
C -2.92 -1.08 0.08
O -1.89 -0.66 0.97
C -1.90 -1.32 2.21
H 4.30 2.06 0.77
H 3.87 0.85 2.00
H 4.77 2.30 2.46
H 2.63 3.16 0.09
H 1.63 4.02 1.25
H 0.52 2.17 -0.34
H -0.06 2.50 1.28
H 0.02 0.19 1.23
H 1.50 0.60 2.08
H 1.25 -0.20 -0.86
H 2.72 0.42 -0.16
H 2.95 -1.43 1.37
H 2.84 -1.98 -0.28
H 0.25 -1.85 1.27
H 0.72 -2.99 0.06
H 2.02 -2.94 2.82
H 0.51 -3.81 2.53
H 2.48 -5.28 2.46
H 3.20 -4.36 1.17
H 0.48 -5.10 0.41
H 1.32 -6.54 0.95
H 1.64 -6.41 -1.40
H 3.19 -5.99 -0.63
H 2.84 -3.61 -0.98
H 1.17 -3.88 -1.56
H 3.08 -2.68 -4.71
H 3.15 -2.14 -3.03
H 0.74 -2.45 -4.81
H 0.49 -2.98 -3.18
H 1.14 -0.23 -4.23
H 1.62 -0.58 -2.58
H -0.62 0.51 -2.73
H -1.25 -0.83 -3.65
H -0.57 -2.29 -1.55
H -0.40 -0.75 -0.73
H -2.79 -0.36 -1.96
H -2.85 -2.09 -1.82
H -3.72 -0.35 0.13
H -3.35 -2.03 0.42
H -1.73 -2.40 2.10
H -1.09 -0.89 2.80
H -2.84 -1.17 2.75
C -0.05 -4.50 -6.98
Cl -0.64 -5.54 -8.26
Cl -0.63 -2.85 -7.22
Cl -0.62 -5.09 -5.41
Cl 1.72 -4.49 -6.98
C -4.80 -5.08 2.31
Cl -5.82 -3.69 1.93
Cl -3.55 -5.25 1.06
Cl -4.02 -4.83 3.88
Cl -5.77 -6.54 2.36
C -6.28 1.75 1.08
Cl -7.39 2.41 -0.12
Cl -6.43 -0.01 1.10
Cl -4.62 2.21 0.65
Cl -6.66 2.39 2.67
C 1.29 3.83 5.40
Cl 2.99 4.12 5.08
Cl 0.32 5.11 4.64
Cl 0.80 2.27 4.72
Cl 1.00 3.84 7.14
C -4.21 0.76 -5.35
Cl -3.26 -0.71 -5.67
Cl -3.20 2.18 -5.64
Cl -5.60 0.79 -6.43
Cl -4.76 0.77 -3.67
C 4.18 -0.66 -8.45
Cl 2.60 -1.34 -8.06
Cl 5.43 -1.66 -7.69
Cl 4.41 -0.66 -10.20
Cl 4.29 0.98 -7.83
C 4.51 8.32 3.72
Cl 4.32 9.97 4.30
Cl 5.87 7.55 4.55
Cl 3.03 7.40 4.05
Cl 4.81 8.33 1.98
C -8.94 2.83 6.15
Cl -10.01 3.48 4.91
Cl -9.04 1.07 6.14
Cl -7.28 3.32 5.81
Cl -9.42 3.44 7.73
C 1.33 12.90 5.65
Cl 0.06 13.94 5.02
Cl 2.89 13.41 4.99
Cl 1.37 13.02 7.41
Cl 1.02 11.22 5.18
*
```